(1)
2 unconnected molecules or ions with the total composition C3H4O2 in a non-equilibrium geometry, computed with the ωB97M-V functional and the def2-TZVPD basis.

Positions of all 9 atoms, in Å:
C (-0.450671, -1.403728, -0.728078)
C (-0.541177, 1.579936, 0.301618)
C (0.416348, -0.614818, -0.247780)
O (-1.434851, 2.361305, 0.364227)
O (1.572197, -0.288434, 0.266665)
H (-1.298443, -1.051166, -1.139304)
H (-0.294074, -2.419708, -0.747059)
H (0.566168, 1.831059, 0.748503)
H (1.464502, 0.005554, 1.181209)

Forces on atoms 1 to 3 (eV/Å):
C 1.467 -1.329 0.345
C 1.707 -0.294 0.207
C -0.374 5.257 1.630

Properties
Charge: 0
Energy above the lowest of the compared OMol25 structures with the same formula, charge and spin (eV): 5.425
Gap between HOMO and LUMO (spin up / spin down) (eV): 7.77 / 8.07
Energy (eV): -7265.2611
Maximum force (Eh/bohr): 0.107

(2)
2 unconnected molecules or ions with the total composition C2H4NO2 in a non-equilibrium geometry, computed with the ωB97M-V functional and the def2-TZVPD basis.

Positions of all 9 atoms, in Å:
C (0.360281, 0.734949, -0.508254)
C (-0.615173, -0.503282, 0.993361)
N (1.277013, -0.052581, -1.035090)
O (0.948649, -0.744477, -2.031353)
O (-0.960867, 0.225866, 1.890948)
H (-0.565765, 1.070887, -1.096305)
H (0.790902, 1.318393, 0.331329)
H (-1.419827, -0.812217, 0.214397)
H (0.184787, -1.237539, 1.240968)

Forces on atoms 1 to 3 (eV/Å):
C -0.236 1.321 0.277
C -1.073 -1.876 -0.973
N -0.020 -0.422 0.305

Properties
Charge: -1
Energy above the lowest of the compared OMol25 structures with the same formula, charge and spin (eV): 4.430
Gap between HOMO and LUMO (spin up / spin down) (eV): 7.47 / 7.47
Energy (eV): -7721.1823
Maximum force (Eh/bohr): 0.046

(3)
A single C4H6N2O molecule, computed with the ωB97M-V functional and the def2-TZVPD basis.

Positions of all 13 atoms, in Å:
N (1.887749, 0.738899, 0.087450)
C (0.552170, 0.293434, -0.091949)
N (-0.434225, 1.228445, -0.345231)
C (-1.669411, 0.678885, -0.181488)
C (-1.513861, -0.638054, 0.178364)
C (-0.114513, -0.886590, 0.192826)
O (0.428787, -2.112229, 0.497477)
H (2.566680, 0.501550, -0.629331)
H (2.254053, 0.404116, 0.972976)
H (-0.239673, 2.168939, -0.645507)
H (-2.565277, 1.252976, -0.368964)
H (-2.301865, -1.329208, 0.457163)
H (1.149380, -2.301168, -0.123781)

Forces on atoms 1 to 3 (eV/Å):
N 0.124 -0.408 0.033
C -0.276 -0.016 0.071
N 0.065 0.034 0.029

Properties
Structure (SMILES): Nc1[nH]ccc1O
Charge: 0
Energy above the lowest of the compared OMol25 structures with the same formula, charge and spin (eV): 1.078
Gap between HOMO and LUMO (eV): 8.63
Energy (eV): -9272.4237
Maximum force (Eh/bohr): 0.009

(4)
8 unconnected molecules or ions with the total composition C43H105IN6O11 in a non-equilibrium geometry, computed with the ωB97M-V functional and the def2-TZVPD basis.

Positions of all 166 atoms, in Å:
I (18.139330, 16.263845, 16.183106)
C (25.667272, 11.579308, 11.478199)
O (25.782463, 12.883103, 10.852702)
C (27.141727, 13.181514, 10.529419)
C (27.043432, 14.547381, 10.094252)
N (26.433521, 15.528934, 11.072103)
H (25.503941, 15.180864, 11.396881)
H (27.017325, 15.653964, 11.951232)
C (26.292459, 16.931326, 10.495588)
C (24.900704, 17.461072, 11.076648)
O (23.981904, 16.451102, 10.696419)
C (22.692664, 16.781142, 10.127543)
H (25.812543, 10.827205, 10.671524)
H (24.737865, 11.496373, 12.014528)
H (26.450784, 11.511170, 12.166963)
H (27.476989, 12.493817, 9.721372)
H (27.748752, 12.989097, 11.344142)
H (26.332839, 14.459353, 9.287197)
H (27.989621, 15.028711, 9.748420)
H (26.114248, 16.774959, 9.455434)
H (27.209161, 17.418890, 10.760518)
H (24.691829, 18.430766, 10.607967)
H (24.989363, 17.555777, 12.163099)
H (22.180125, 15.834091, 9.852952)
H (22.762741, 17.434099, 9.268553)
H (21.995372, 17.286610, 10.770081)
C (9.592531, 32.620284, 16.852411)
O (10.440125, 31.756328, 17.600248)
C (11.256612, 32.524112, 18.494547)
C (12.446420, 31.702324, 18.782875)
N (12.712208, 30.957901, 17.475484)
H (11.768222, 30.977362, 16.984437)
H (13.490525, 31.349370, 16.950674)
C (12.984557, 29.466024, 17.670192)
C (12.897335, 28.659033, 16.400757)
O (11.660309, 28.808228, 15.869890)
C (11.354625, 27.933596, 14.805922)
H (9.092473, 33.377892, 17.443635)
H (8.802214, 32.005935, 16.440217)
H (10.116907, 32.973203, 15.991465)
H (10.695002, 32.850692, 19.423741)
H (11.539604, 33.460096, 17.973416)
H (12.289829, 31.037373, 19.624069)
H (13.397616, 32.119199, 19.048225)
H (12.224799, 29.159297, 18.396458)
H (13.940505, 29.461391, 18.162331)
H (13.111601, 27.596843, 16.644387)
H (13.687545, 28.948633, 15.690407)
H (10.267932, 27.811478, 14.568643)
H (11.835633, 26.939660, 15.028840)
H (11.903312, 28.288609, 13.917787)
C (9.816814, 16.147822, 14.467888)
O (11.012211, 16.669330, 15.074047)
C (11.208424, 16.211166, 16.384824)
C (12.280291, 17.087806, 17.050180)
N (12.200015, 18.408938, 16.332017)
H (13.142213, 18.760807, 16.280483)
H (12.081359, 18.132566, 15.322314)
C (11.170720, 19.469415, 16.474978)
C (9.707608, 19.110302, 16.574614)
O (9.586588, 18.436296, 17.771723)
C (8.511658, 18.877938, 18.628042)
H (8.975563, 16.309345, 15.150523)
H (9.933517, 15.082425, 14.232119)
H (9.608028, 16.714662, 13.559324)
H (11.530831, 15.151151, 16.486918)
H (10.327700, 16.327780, 17.014817)
H (13.269599, 16.655881, 16.874554)
H (12.014985, 17.163496, 18.121663)
H (11.412112, 20.117191, 15.589097)
H (11.277943, 19.914089, 17.405351)
H (9.402328, 18.478387, 15.712978)
H (9.211599, 20.112281, 16.609264)
H (7.891520, 18.065093, 18.964055)
H (7.847662, 19.490829, 17.937278)
H (8.883028, 19.473661, 19.458497)
C (11.362359, 22.676596, 9.339518)
O (11.831649, 21.726229, 10.242958)
C (13.244578, 21.726572, 10.304786)
C (13.810014, 21.012292, 11.453097)
N (13.038309, 19.717251, 11.615951)
H (13.086889, 19.392121, 12.604929)
H (12.068027, 20.021392, 11.509266)
C (13.242218, 18.547160, 10.770704)
C (12.181971, 17.520284, 11.137321)
O (10.934448, 18.052139, 11.040710)
C (10.110748, 17.327387, 10.059787)
H (10.321791, 22.866997, 9.654433)
H (11.455431, 22.322814, 8.300733)
H (11.936336, 23.596124, 9.376612)
H (13.659146, 22.709458, 10.290188)
H (13.682377, 21.313728, 9.363554)
H (13.608029, 21.463579, 12.395389)
H (14.879806, 20.852538, 11.359360)
H (14.265342, 18.157589, 10.910165)
H (13.182511, 18.858905, 9.746516)
H (12.355176, 17.198464, 12.144969)
H (12.370850, 16.594268, 10.541381)
H (10.778114, 16.726472, 9.342808)
H (9.576952, 18.098066, 9.450598)
H (9.356242, 16.754464, 10.566388)
C (14.501657, 14.666121, 14.258395)
C (14.613320, 13.089722, 14.282936)
C (13.321747, 12.375997, 14.790634)
C (13.500392, 10.892404, 14.708125)
N (12.304091, 10.076538, 14.908042)
C (12.681783, 8.648755, 14.947598)
C (13.035970, 8.321625, 13.485124)
C (12.103331, 9.176699, 12.654445)
C (11.431182, 10.173151, 13.698320)
C (11.645605, 10.565970, 16.213999)
H (13.472341, 14.805612, 14.600098)
H (14.628194, 15.060190, 13.256926)
H (15.267956, 15.080147, 14.857141)
H (15.488129, 12.762891, 14.832842)
H (14.697340, 12.759575, 13.231828)
H (12.526050, 12.741264, 14.122317)
H (13.037872, 12.647646, 15.794049)
H (14.246571, 10.576121, 15.434246)
H (13.921436, 10.659933, 13.703390)
H (11.763228, 8.099098, 15.060554)
H (13.376220, 8.307214, 15.683948)
H (12.885035, 7.259176, 13.236654)
H (14.084397, 8.410720, 13.303306)
H (11.255521, 8.544761, 12.302672)
H (12.577969, 9.669021, 11.789406)
H (10.421956, 9.945638, 14.084935)
H (11.400102, 11.193614, 13.320331)
H (10.955825, 9.753296, 16.620949)
H (11.115030, 11.491016, 16.002515)
H (12.434261, 10.737763, 16.958926)
C (12.997734, 17.317257, 20.460369)
C (14.517177, 17.018647, 20.104728)
C (15.237973, 18.453143, 20.082950)
C (16.705324, 18.303317, 20.166216)
N (17.652365, 19.441021, 19.882404)
C (17.425541, 19.954389, 18.506342)
C (18.775479, 20.546007, 18.117865)
C (19.721021, 19.461876, 18.612670)
C (19.124242, 18.975404, 19.935887)
C (17.529736, 20.606334, 20.827912)
H (12.942144, 17.656113, 21.520809)
H (12.354893, 16.481785, 20.379443)
H (12.584832, 18.081816, 19.868419)
H (14.727823, 16.629023, 19.073895)
H (15.003833, 16.313093, 20.834138)
H (14.990381, 18.970525, 20.977431)
H (14.906991, 19.009108, 19.167741)
H (17.081845, 17.510077, 19.465590)
H (17.046784, 18.102889, 21.196172)
H (16.571133, 20.682654, 18.543528)
H (17.334882, 19.071194, 17.885101)
H (18.852490, 21.519270, 18.558720)
H (18.820528, 20.584287, 17.006159)
H (20.736169, 19.833161, 18.743344)
H (19.655055, 18.652360, 17.923214)
H (19.572281, 19.387476, 20.830852)
H (19.089947, 17.900708, 20.027769)
H (18.289613, 21.264834, 20.579927)
H (17.745018, 20.287189, 21.809845)
H (16.560867, 21.040585, 20.767089)
O (15.816624, 19.325512, 14.002252)
C (14.698240, 18.962233, 14.599267)
O (14.735033, 19.007963, 15.870598)
O (13.741445, 18.644617, 13.882650)
H (16.367833, 19.692479, 14.686857)

Forces on atoms 1 to 3 (eV/Å):
I -0.210 0.334 0.268
C -0.045 0.472 -2.063
O -0.172 -0.538 0.709

Properties
Charge: +4
Gap between HOMO and LUMO (eV): 6.38
Energy (eV): -85820.9321
Maximum force (Eh/bohr): 0.060

(5)
A gas-phase ion, C5H10NO2 (charge +1) in a non-equilibrium geometry, computed with the ωB97M-V functional and the def2-TZVPD basis.

Positions of all 18 atoms, in Å:
C (2.323264, -1.866356, 0.556683)
N (1.338493, -1.016336, 0.519795)
C (0.098001, -0.951140, 1.231731)
C (-1.099741, -1.093978, 0.219541)
C (-1.570509, 0.075249, -0.623044)
C (-0.586308, 1.245014, -0.711801)
O (0.555655, 1.227513, -1.153209)
O (-1.020981, 2.391087, -0.167236)
H (3.213938, -1.675869, -0.199404)
H (2.218567, -2.685268, 1.229174)
H (1.465547, -0.232357, -0.228609)
H (0.024005, -1.621446, 2.143405)
H (0.102041, 0.023535, 1.823272)
H (-1.963777, -1.569770, 0.730208)
H (-0.814036, -2.009472, -0.351550)
H (-1.676725, -0.145661, -1.659056)
H (-2.578715, 0.363491, -0.087368)
H (-0.625928, 3.265631, -0.513735)

Forces on atoms 1 to 3 (eV/Å):
C -0.385 2.201 -1.831
N 3.094 0.402 -2.203
C -1.817 1.156 2.309

Properties
Structure (SMILES): C=[NH+]CCCC(=O)O
Charge: +1
Energy above the lowest of the compared OMol25 structures with the same formula, charge and spin (eV): 1.618
Gap between HOMO and LUMO (eV): 9.69
Energy (eV): -10924.4338
Maximum force (Eh/bohr): 0.074

(6)
A molecular structure, C4H7NO2, computed with the ωB97M-V functional and the def2-TZVPD basis.

Positions of all 14 atoms, in Å:
C (-0.044253, 1.222035, -0.312971)
C (0.579691, -0.687005, -0.870081)
N (0.773708, -0.830370, -2.060615)
O (1.125029, -1.120827, 0.229048)
C (0.334375, -0.705005, 1.345696)
C (-0.926419, -0.168454, 0.649864)
O (-1.424436, -0.950999, -0.218709)
H (1.014454, 1.493640, -0.433278)
H (-0.603706, 1.421285, -1.229870)
H (-0.419233, 1.909434, 0.454490)
H (0.187606, -0.396371, -2.756594)
H (0.111920, -1.593988, 1.943067)
H (0.897595, 0.030229, 1.924225)
H (-1.606331, 0.376395, 1.335727)

Forces on atoms 1 to 3 (eV/Å):
C -0.084 0.211 -0.041
C 0.211 -0.216 -0.443
N -0.147 0.081 0.498

Properties
Charge: 0
Energy above the lowest of the compared OMol25 structures with the same formula, charge and spin (eV): 5.598
Gap between HOMO and LUMO (eV): 8.91
Energy (eV): -9841.6815
Maximum force (Eh/bohr): 0.010